No. 1
Molecular formula: ClH2PS
Method: DFT, ωB97M-V/def2-TZVPD

Properties
- HOMO energy: -9.0017 eV
- Gap between HOMO and LUMO: 7.19 eV
- ΔE to the lowest compared entry with this formula, charge and spin: 56.0 kcal per mole
- Lowest unoccupied orbital energy: -1.82 eV
- Energy: -32676.8378 eV

ORCA input file:
```
! wB97M-V def2-TZVPD RIJCOSX def2/J DEFGRID3
* xyz 0 1
P -0.94756 -0.68145 0.19119
S 1.46107 0.51950 -0.69895
Cl 2.61604 0.20122 0.92181
H -1.43536 0.53126 0.56767
H -1.69419 -0.57053 -0.98172
*
```

From a Mulliken analysis of the wavefunction, the atomic charges in e read: 0.0112, -0.0962, -0.1049, 0.1035, 0.0863

No. 2
Molecular formula: C46H58N10
Method: DFT, ωB97M-V/def2-TZVPD

Properties
- HOMO energy: -9.4583 eV
- SMILES: c1ccncc1.c1ccncc1.c1ccncc1.c1ccncc1.c1ccncc1.c1ccncc1.CCCC#N.CCCC#N.CCCC#N.CCCC#N
- Gap between HOMO and LUMO: 10.05 eV
- Lowest unoccupied orbital energy: 0.59 eV
- Energy: -63537.1800 eV

ORCA input file:
```
! wB97M-V def2-TZVPD RIJCOSX def2/J DEFGRID3
* xyz 0 1
C -10.12574 -0.03482 -0.51115
C -9.05761 -0.01761 0.33252
C -9.19611 -0.59455 1.59133
N -10.39766 -1.10692 2.05889
C -11.49152 -0.96086 1.22704
C -11.41996 -0.39210 -0.02180
H -10.12516 0.22992 -1.55820
H -8.11470 0.42805 0.05199
H -8.33599 -0.69939 2.23600
H -12.49565 -1.23457 1.51549
H -12.29764 -0.28183 -0.64141
C 8.98423 -7.10211 0.51276
C 7.81083 -6.83325 1.18351
C 7.16638 -7.94567 1.71392
N 7.49571 -9.28938 1.46807
C 8.69932 -9.51700 0.92285
C 9.42675 -8.42540 0.38352
H 9.40734 -6.25906 -0.01318
H 7.35842 -5.89176 0.90905
H 6.13234 -7.96973 2.02470
H 8.85174 -10.56837 0.72843
H 10.34986 -8.58443 -0.15405
C 4.66796 -11.67664 -6.14545
C 4.02979 -11.22637 -7.25293
C 3.31689 -10.01664 -7.16948
N 3.09329 -9.41899 -5.95461
C 3.58619 -10.01875 -4.79908
C 4.30500 -11.16995 -4.83706
H 5.31002 -12.54458 -6.17458
H 4.25702 -11.68319 -8.20481
H 2.82564 -9.57158 -8.02211
H 3.46325 -9.43448 -3.89913
H 4.80773 -11.55313 -3.96137
C 1.55172 6.62726 -8.69548
C 0.51775 7.11628 -7.83588
C 0.69758 6.90069 -6.47436
N 1.71382 6.23463 -5.94800
C 2.63128 5.72464 -6.76688
C 2.57947 5.88853 -8.14171
H 1.54795 6.83108 -9.75607
H -0.42294 7.53096 -8.16684
H -0.10398 7.20316 -5.81678
H 3.43372 5.19807 -6.27167
H 3.34395 5.38295 -8.71299
C -1.70789 -7.24062 7.08024
C -2.96473 -6.75330 7.45522
C -3.19134 -5.40747 7.26355
N -2.24552 -4.54759 6.77731
C -0.98653 -5.04613 6.55419
C -0.72550 -6.38356 6.57845
H -1.45204 -8.28070 7.21871
H -3.62643 -7.45551 7.94045
H -4.13309 -4.99779 7.59773
H -0.35818 -4.37045 5.99290
H 0.22975 -6.70956 6.19422
C -5.47139 -8.64751 -3.11545
C -6.36409 -7.60476 -2.90108
C -5.86764 -6.30949 -2.91489
N -4.58491 -6.07433 -3.19526
C -3.73968 -7.13829 -3.37423
C -4.10629 -8.45948 -3.35330
H -5.79096 -9.67910 -3.10593
H -7.41863 -7.69079 -2.68439
H -6.42274 -5.39518 -2.76556
H -2.72187 -6.81532 -3.53590
H -3.49716 -9.34020 -3.49362
C -5.57568 9.89293 0.48173
C -6.88730 10.58493 0.91009
C -7.44799 9.97610 2.23310
C -6.48955 10.40659 3.31053
N -5.75354 10.76657 4.09752
H -5.44078 10.09366 -0.58110
H -5.59498 8.81420 0.63687
H -4.83117 10.27547 1.17992
H -7.55167 10.43551 0.05899
H -6.81565 11.67079 0.97246
H -7.45907 8.88944 2.14865
H -8.45493 10.33936 2.43854
C 8.98324 1.29153 2.57242
C 7.87387 2.32988 2.51883
C 7.34757 2.51578 3.99572
C 6.79711 1.21578 4.56798
N 6.39375 0.20714 4.96415
H 9.72956 1.62394 3.29395
H 9.46872 1.03143 1.63181
H 8.58756 0.36770 2.99443
H 7.18721 2.05273 1.71896
H 8.27379 3.31025 2.25992
H 6.64693 3.33642 4.14983
H 8.22436 2.71996 4.61026
C 3.03006 11.96048 1.68262
C 2.40010 10.76521 2.55476
C 2.01110 11.31386 3.93812
C 2.96981 12.27033 4.54486
N 3.73961 13.01341 4.99741
H 2.37007 12.81435 1.83561
H 2.96477 11.78952 0.60809
H 3.94893 12.31759 2.14766
H 3.21760 10.10224 2.83806
H 1.50666 10.27511 2.16790
H 1.82017 10.50933 4.64832
H 1.12213 11.94436 3.92095
C -1.26902 2.23968 -0.35310
C -0.36186 0.94670 -0.24677
C -1.22650 -0.25135 -0.03595
C -0.41238 -1.50745 0.05735
N 0.14429 -2.47623 0.16500
H -1.97055 2.26102 0.48087
H -1.90023 2.21580 -1.24141
H -0.66313 3.12629 -0.54000
H 0.33825 1.07857 0.57819
H 0.17365 0.71837 -1.16828
H -1.99856 -0.14382 -0.79782
H -1.79816 -0.35794 0.88598
*
```

Mulliken population analysis, charges in e, atoms 1 to 99: -0.2439, -0.3721, -0.1397, -0.5503, -0.1336, -0.2810, 0.3530, 0.3467, 0.3536, 0.3195, 0.3478, -0.1128, -0.4327, -0.1218, -0.5087, -0.2311, -0.3590, 0.3432, 0.3166, 0.3891, 0.3904, 0.3271, -0.2124, -0.3774, -0.1256, -0.5441, -0.1385, -0.3873, 0.3449, 0.3364, 0.3702, 0.3834, 0.3504, -0.2631, -0.3447, -0.1159, -0.5726, -0.1428, -0.3305, 0.3703, 0.3478, 0.3450, 0.3652, 0.3413, -0.1839, -0.3233, -0.1723, -0.5272, -0.2282, -0.3064, 0.3443, 0.3396, 0.3672, 0.3521, 0.3381, -0.0854, -0.4892, -0.0656, -0.5576, -0.2147, -0.4061, 0.3365, 0.3402, 0.3912, 0.3850, 0.3656, -1.0469, -0.5519, -0.3926, 0.2323, -0.3819, 0.3211, 0.2836, 0.3392, 0.3455, 0.3163, 0.2566, 0.2788, -1.1551, -0.2927, -0.4774, 0.2277, -0.4151, 0.3009, 0.3224, 0.3515, 0.2893, 0.2666, 0.3347, 0.2472, -1.0555, -0.3783, -0.4914, 0.2004, -0.4242, 0.2992, 0.3107, 0.3521, 0.2653